## 1
# C11H13NO

C11H13NO as an isolated structure (ωB97M-V/def2-TZVPD, the OMol25 dataset).

Each line ends with the natural charge from an NBO analysis.
Cartesian coordinates (Å):
C -1.61 -0.19 -0.92  -0.087
C -1.14 -1.27 -0.01  -0.263
C -1.82 -0.78 1.27  -0.439
C -1.86 0.77 1.15  -0.405
C -1.06 0.93 -0.14  -0.234
C 0.37 0.38 0.24  -0.117
C 0.49 -1.09 0.15  0.028
C 1.66 -1.81 -0.06  -0.233
C 2.92 -1.20 -0.19  -0.171
C 2.79 0.15 0.06  -0.266
C 1.65 0.85 -0.03  0.284
H -3.06 0.58 -2.12  0.361
H -3.40 1.28 -0.30  0.316
H -1.21 -0.19 -1.96  0.211
H -1.83 -2.12 -0.35  0.245
H -2.86 -1.16 1.09  0.247
H -1.28 -0.98 2.25  0.243
H -1.25 1.34 1.91  0.218
H -2.74 1.40 0.99  0.194
H -1.03 1.95 -0.76  0.227
H 1.25 -2.93 -0.71  0.210
H 3.82 -1.68 -0.43  0.226
H 3.67 0.69 -0.32  0.227
H 1.01 2.56 0.03  0.466
N -3.13 0.08 -1.10  -0.805
O 2.06 2.28 -0.09  -0.681

Values from the calculation:
- frontier orbital gap (eV) = 9.2303
- total charge = 0
- highest occupied orbital energy (eV) = -8.85


## 2
# C11H13NO

One molecule with the formula C11H13NO (ωB97M-V/def2-TZVPD, the OMol25 dataset).

Each line ends with the natural charge from an NBO analysis.
Cartesian coordinates (Å):
C -3.19 -0.45 -0.40  -0.591
C -1.82 0.10 0.10  0.027
C -1.47 1.44 -0.63  -0.401
C -0.09 1.93 -0.18  -0.443
C 0.96 0.91 -0.17  0.022
C 2.27 1.27 -0.02  -0.203
C 3.26 0.29 0.10  -0.178
C 2.99 -1.02 0.11  -0.236
C 1.65 -1.39 0.07  -0.112
C 0.66 -0.46 -0.11  -0.224
C -0.69 -0.98 -0.19  0.594
H -3.40 -1.37 0.03  0.232
H -4.01 0.21 -0.03  0.190
H -3.13 -0.46 -1.46  0.211
H -2.86 0.59 1.72  0.366
H -1.13 0.64 1.94  0.359
H -2.25 2.17 -0.32  0.213
H -1.49 1.25 -1.75  0.212
H -0.24 2.25 0.82  0.211
H 0.13 2.86 -0.74  0.227
H 2.46 2.38 -0.10  0.213
H 4.29 0.59 0.13  0.212
H 3.74 -1.78 0.30  0.221
H 1.33 -2.49 0.02  0.246
N -1.95 0.12 1.51  -0.823
O -0.87 -2.18 -0.40  -0.543

Values from the calculation:
- structure (SMILES) = C[C@]1(N)CCc2ccccc2C1=O
- frontier orbital gap (eV) = 9.4377
- total charge = 0
- highest occupied orbital energy (eV) = -9.10


Structures ranked by computed energy, the most stable listed first: 2, 1.


## 1
# C2H5N

One molecule with the formula C2H5N (ωB97M-V/def2-TZVPD, the OMol25 dataset).

Each line ends with the natural charge from an NBO analysis.
Cartesian coordinates (Å):
C -0.36 0.47 -0.61  -0.267
C 0.60 0.26 0.57  -0.297
H -1.45 0.73 -0.74  0.206
H 0.16 0.69 -1.53  0.184
H 0.52 0.84 1.53  0.197
H 1.73 0.04 0.62  0.209
H -1.06 -0.95 0.51  0.346
N -0.19 -0.82 -0.01  -0.578

Values from the calculation:
- structure (SMILES) = C1CN1
- frontier orbital gap (eV) = 10.6317
- total charge = 0
- highest occupied orbital energy (eV) = -9.37


## 2
# C2H5N

A 2-piece molecular cluster, C2H5N overall (ωB97M-V/def2-TZVPD, the OMol25 dataset).

Each line ends with the natural charge from an NBO analysis.
Cartesian coordinates (Å):
C 1.26 -1.00 -0.04  0.290
C -1.29 1.15 -0.54  -0.900
N 1.68 -1.77 0.68  -0.728
H -1.50 2.15 -0.13  0.210
H -2.10 1.31 -1.10  0.219
H -0.97 0.31 0.28  0.249
H -0.48 1.55 -1.28  0.217
H 2.11 -2.24 1.44  0.443

Values from the calculation:
- frontier orbital gap (eV) = 12.5944
- total charge = 0
- highest occupied orbital energy (eV) = -11.39


## 3
# C2H5N

One molecule with the formula C2H5N (ωB97M-V/def2-TZVPD, the OMol25 dataset).

Each line ends with the natural charge from an NBO analysis.
Cartesian coordinates (Å):
C -0.51 -0.10 0.37  0.146
C 0.69 0.05 -0.41  -0.681
N -1.72 -0.08 -0.34  -0.638
H -0.40 -0.23 1.38  0.159
H 0.64 -0.44 -1.38  0.239
H 1.38 -0.49 0.16  0.210
H 0.85 1.07 -0.41  0.236
H -2.60 -0.01 0.33  0.330

Values from the calculation:
- structure (SMILES) = [H]/N=C/C
- frontier orbital gap (eV) = 11.2113
- total charge = 0
- highest occupied orbital energy (eV) = -10.07


Structures ranked by computed energy, the most stable listed first: 3, 1, 2.